# H16O8

8 unconnected molecules or ions with the total composition H16O8 at a distorted geometry (wB97M-V/def2-TZVPD, the OMol25 dataset).

The geometry in XYZ format:
```
24
Properties=species:S:1:pos:R:3:forces:R:3
O 7.477848 10.830407 5.597843 0.485 0.120 0.182
H 7.408735 11.089343 6.521378 0.019 0.001 0.045
H 8.417134 10.620944 5.449532 -0.384 0.100 -0.054
O 3.666416 7.105257 4.378051 -0.253 0.444 0.387
H 2.976540 7.591233 4.867414 0.506 -0.369 -0.389
H 4.484068 7.607503 4.548881 -0.200 -0.034 -0.030
O 7.503403 6.153911 5.681477 0.291 0.126 0.746
H 7.204661 5.645655 6.447407 0.062 0.155 -0.150
H 7.160241 5.665144 4.927670 -0.443 -0.152 -0.247
O 9.727586 7.873853 5.126122 -0.591 -0.874 0.181
H 9.061001 7.246330 5.511824 0.567 0.556 -0.406
H 10.387357 7.279134 4.741847 -0.045 0.271 0.153
O 6.172827 8.646355 4.768076 0.260 -0.114 0.209
H 6.454162 9.569237 4.924544 -0.173 -0.258 -0.188
H 6.770191 8.165481 5.365401 -0.329 -0.269 -0.181
O 7.498909 12.406748 3.314269 -0.053 -0.035 0.082
H 6.900267 12.124201 4.023717 0.266 0.212 -0.322
H 7.047809 13.069854 2.783556 -0.113 -0.095 0.128
O 7.526295 6.907467 2.735149 -0.068 -0.099 0.143
H 8.387947 7.154883 3.090491 0.046 0.067 -0.022
H 6.914731 7.472292 3.235890 0.019 0.237 -0.069
O 5.907375 4.772185 3.707059 0.491 0.275 -0.469
H 5.103440 5.018431 3.234954 -0.248 -0.027 0.362
H 6.576508 5.292089 3.216151 -0.113 -0.236 -0.090
```
Positions in Å, forces in eV/Å.

The total energy is -611.532621 Eh. As for the charge: 0.

***

# C19H20ClN3O6S

A single C19H20ClN3O6S molecule (wB97M-V/def2-TZVPD, the OMol25 dataset).

The geometry in XYZ format:
```
50
Properties=species:S:1:pos:R:3:forces:R:3
C -7.798244 -0.070073 1.775773 -0.056 -0.211 -0.130
C -6.587026 -0.338355 0.905553 -0.274 0.266 0.368
O -6.504095 -1.280367 0.154200 0.032 -0.246 -0.209
N -5.612234 0.605737 1.077241 -0.048 0.345 0.273
C -4.364225 0.705762 0.457525 0.342 -0.079 -0.220
C -3.533307 1.762264 0.831222 -0.073 -0.134 -0.060
C -2.288672 1.911221 0.258038 0.006 -0.128 -0.102
C -1.844044 1.006095 -0.703682 -0.313 -0.149 -0.030
N -0.565030 1.214428 -1.235651 -0.113 0.463 0.245
C 0.152771 0.391419 -2.022409 0.624 0.148 0.034
O -0.214147 -0.673927 -2.468836 -0.140 -0.195 -0.237
C 1.551095 0.930655 -2.398431 -0.264 -0.018 -0.532
C 1.446698 2.164827 -3.288460 0.120 -0.059 0.244
O 2.435216 1.126170 -1.272371 0.139 -0.091 -0.082
C 2.326660 2.139083 -0.426817 0.011 0.212 0.236
O 1.424161 2.943148 -0.395593 0.123 0.083 0.045
C 3.520063 2.204903 0.513560 -0.175 0.324 0.087
N 4.323677 1.020238 0.583408 0.000 -0.630 0.674
S 3.855774 -0.125917 1.711217 0.231 0.156 -0.312
O 4.856342 -1.144264 1.678175 -0.102 -0.126 -0.338
O 3.602268 0.593075 2.922631 -0.304 0.101 -0.104
C 2.306137 -0.810080 1.118304 0.487 0.225 0.406
C 1.112512 -0.340815 1.629645 -0.005 0.117 0.127
C -0.074273 -0.913725 1.197548 0.076 -0.073 -0.006
C -0.057051 -1.934543 0.262608 0.087 -0.024 0.056
C 1.155286 -2.383109 -0.246881 0.176 0.378 0.360
Cl 1.177706 -3.641809 -1.409623 0.013 -0.278 -0.245
C 2.350626 -1.822383 0.181868 -0.111 -0.268 -0.181
C -2.674863 -0.041600 -1.086645 0.206 0.112 -0.052
C -3.920997 -0.192208 -0.509784 -0.206 -0.009 0.121
H -8.229053 0.899328 1.533601 -0.041 0.088 0.023
H -8.539759 -0.843616 1.600234 0.021 -0.003 -0.013
H -7.516400 -0.077719 2.826759 -0.002 0.035 0.093
H -5.806748 1.340625 1.743651 -0.065 -0.197 -0.117
H -3.866837 2.470845 1.576558 -0.026 0.080 0.080
H -1.650677 2.730852 0.555668 0.071 0.101 0.053
H -0.110303 2.067062 -0.913131 0.090 -0.269 -0.192
H 2.044610 0.120136 -2.946179 -0.242 0.148 0.180
H 0.866675 1.909729 -4.171270 -0.030 -0.050 -0.090
H 2.439654 2.482937 -3.600067 0.058 0.016 -0.060
H 0.960611 2.989171 -2.773460 -0.016 0.010 -0.061
H 4.134202 3.058027 0.197322 -0.138 -0.099 0.056
H 3.170113 2.406876 1.529498 -0.074 0.232 -0.231
H 4.579842 0.616780 -0.303652 0.080 -0.189 -0.091
H 1.131077 0.440049 2.372953 -0.078 0.081 0.122
H -1.017710 -0.569198 1.592140 -0.093 0.042 0.025
H -0.977971 -2.380296 -0.077160 -0.068 -0.045 -0.063
H 3.303665 -2.176725 -0.176359 0.062 -0.144 -0.112
H -2.341962 -0.738132 -1.837089 0.010 -0.033 -0.029
H -4.558920 -1.006376 -0.808935 -0.009 -0.016 -0.010
```
Positions in Å, forces in eV/Å.

The total energy is -2210.177863 Eh. As for the charge: 0.

***

Quick rundown of relative energy (zero: lowest compared OMol25 entry of this formula, charge and spin), same order as above: 31.37; 0.00 kcal per mole
Quick rundown of LUMO level, same order as above: 0.202; 0.434 eV
Quick rundown of gap between HOMO and LUMO, same order as above: 11.11; 8.66 eV